1.
# C17H28FN4O4

3 unconnected molecules or ions with the total composition C17H28FN4O4 in a non-equilibrium geometry (the ωB97M-V functional and the def2-TZVPD basis, OMol25).

```
54
Properties=species:S:1:pos:R:3:forces:R:3
N -0.920291 -1.366368 1.671889 0.08 0.27 -0.19
C -0.211156 -0.484566 2.248823 -0.22 -0.39 0.30
N 0.390248 -0.735176 3.496465 -0.26 0.28 -0.14
N 0.027186 0.816850 1.780057 0.03 0.05 -0.16
C 0.697696 0.887467 0.477038 0.57 0.10 -0.23
C 1.306821 2.277510 0.181817 -0.20 -0.53 0.51
C 0.670011 3.446776 0.925279 0.02 0.61 -0.70
C -0.632749 3.987446 0.274095 0.23 -0.37 0.73
C -1.779367 3.104979 0.656318 0.47 0.39 -0.80
C -2.320154 2.208775 -0.256946 -0.36 0.10 0.53
C -3.350018 1.377845 0.139852 0.29 -0.09 0.17
C -3.876790 0.429848 -0.891040 0.14 0.15 0.43
O -4.089071 0.766039 -1.993048 -0.19 0.13 -1.03
O -4.057265 -0.888599 -0.454761 -0.12 -0.16 0.45
F -2.910150 -1.527595 -0.983986 -0.20 0.00 0.12
C -3.826283 1.435807 1.446780 0.07 -0.02 0.04
C -3.270392 2.344722 2.305983 0.06 0.00 0.15
N -2.268135 3.158823 1.901590 -0.65 -0.63 -0.30
H -1.299207 -0.982562 0.807376 -0.17 -0.10 0.01
H 1.377208 -0.927728 3.351627 0.07 0.13 0.29
H -0.071094 -1.511468 3.949621 0.19 -0.23 -0.09
H 0.528277 1.326100 2.495666 0.23 -0.13 -0.05
H 0.043202 0.598992 -0.344979 -0.36 -0.05 0.20
H 1.517902 0.167887 0.476352 0.05 -0.09 -0.20
H 2.362633 2.239167 0.437381 0.09 0.05 0.14
H 1.275076 2.433664 -0.894421 -0.02 0.18 -0.09
H 1.386282 4.264930 0.917969 0.02 0.13 0.05
H 0.463496 3.228920 1.970790 0.16 -0.05 0.11
H -0.533469 4.002103 -0.805556 -0.03 0.04 -0.12
H -0.803933 5.007686 0.616142 -0.14 0.06 0.02
H -1.940347 2.170812 -1.262970 0.08 0.06 -0.14
H -4.612255 0.780608 1.783802 -0.06 -0.05 0.11
H -3.592061 2.440832 3.329273 0.00 0.07 0.11
H -1.874080 3.804215 2.574457 0.10 0.07 -0.07
C 3.216711 -3.184931 1.176840 -0.15 0.24 0.10
C 4.171597 -2.017017 1.159367 0.01 -0.03 -0.02
O 3.816301 -0.901785 1.477983 -0.19 0.05 0.04
C 5.586795 -2.296484 0.727309 0.01 0.28 0.05
H 2.232498 -2.851038 1.502537 0.00 -0.01 -0.02
H 3.130624 -3.610732 0.176394 0.09 -0.12 0.04
H 3.576954 -3.951517 1.864178 0.05 -0.09 -0.12
H 5.595514 -2.686570 -0.291361 0.02 -0.15 0.05
H 6.043806 -3.026770 1.396350 -0.02 -0.11 -0.10
H 6.165004 -1.376132 0.759431 -0.01 0.00 0.00
C -0.338437 -2.962707 -5.348013 0.23 0.12 -0.02
C -0.242475 -2.071717 -4.135667 0.08 0.01 -0.04
O 0.711652 -1.352206 -3.945627 -0.04 0.02 0.03
C -1.392613 -2.109619 -3.157649 0.27 0.07 -0.13
H 0.550034 -2.835529 -5.961692 0.00 0.01 0.01
H -0.411353 -4.006804 -5.040080 -0.15 0.00 -0.03
H -1.217985 -2.699233 -5.937284 -0.08 -0.12 0.05
H -1.509873 -3.115847 -2.752683 -0.13 -0.02 -0.08
H -2.316814 -1.806042 -3.651269 -0.06 -0.14 0.01
H -1.175711 -1.422060 -2.347800 0.10 0.04 0.00
```
Forces are in eV/Å.

## Properties
Net charge ... +1

***

2.
# C50H95I2N3O20S2

5 unconnected molecules or ions with the total composition C50H95I2N3O20S2 in a non-equilibrium geometry (the ωB97M-V functional and the def2-TZVPD basis, OMol25).

```
172
Properties=species:S:1:pos:R:3:forces:R:3
C -5.736555 1.465507 1.039564 4.71 -3.31 -2.56
C -4.675334 0.809607 0.640565 -5.72 2.57 1.06
C -3.495328 -0.107341 0.025204 -0.64 2.36 0.54
O -2.359862 0.788892 -0.215130 -1.72 -0.79 1.27
C -2.190728 1.791848 0.793733 2.61 2.02 0.59
C -0.619118 2.264980 0.689791 -0.13 0.26 0.22
C -0.480990 3.886325 0.546441 0.50 -1.51 0.73
N -3.246347 -1.225761 0.935064 0.31 1.37 0.07
C -4.214802 -1.462217 2.017359 -0.42 -1.32 1.93
C -1.865357 -1.468891 1.375208 1.63 -1.67 1.27
C -1.470120 -0.949964 2.864787 0.95 -1.23 0.12
C 0.096706 -0.513133 2.985268 -0.91 2.84 2.02
O 0.294148 0.510442 3.738264 0.09 -4.22 -3.05
N 1.144577 -1.288295 2.329278 -0.78 2.84 0.64
C 2.467156 -0.642188 2.311672 5.29 0.74 -0.03
C 3.703370 -1.573421 2.657216 0.71 3.00 -1.01
C 5.202054 -1.074659 2.637281 -3.27 2.07 -0.88
C 5.513720 0.417635 2.299152 -3.88 -1.74 0.06
C 4.304566 1.363114 1.950367 -0.25 -3.58 0.98
C 2.807200 0.833361 1.949215 2.58 -1.88 0.75
C -3.826662 -0.671183 -1.507659 -1.60 0.81 2.26
O -4.542886 -1.916091 -1.288185 2.46 0.32 -1.61
N -5.787964 -1.781491 -0.810791 -2.20 -1.81 -0.78
O -6.419797 -2.744736 -1.156958 0.73 1.69 1.23
O -2.518793 -0.892794 -2.024081 -1.95 -1.38 -0.25
C -2.127351 -2.094318 -2.631065 1.47 0.35 -2.68
S -0.406567 -1.629110 -3.335683 0.24 0.01 0.23
O -2.938949 -2.748968 -3.593786 0.67 1.30 1.31
C -2.749946 -2.440269 -4.982647 -1.28 -0.78 -3.10
C -1.843801 -3.513663 -5.829693 0.31 0.71 -0.95
C -0.594460 -2.783846 -6.604275 0.25 -0.75 -0.17
C 0.816312 -3.490241 -6.236128 0.14 0.42 -0.05
S -1.561226 -3.492577 -1.460113 2.15 -3.08 4.07
C -1.092222 -4.979048 -2.526026 -0.46 -0.76 -1.07
O -0.238435 -3.135854 -0.770277 -3.60 -0.14 -2.21
O -2.623336 -4.009669 -0.542015 1.72 1.63 -2.34
C -4.798197 0.286974 -2.347593 0.16 1.05 -0.70
I -5.728050 -0.728137 -4.104350 0.38 0.17 0.95
C -4.234843 1.647624 -2.963763 -2.04 1.36 0.72
C -3.966655 2.862148 -1.930046 0.41 0.78 -1.25
I -2.573751 1.555780 -4.353240 -0.49 0.06 0.35
H -6.750314 1.989483 1.196956 2.43 -1.09 -0.10
H -2.313448 1.453359 1.878004 -0.36 0.12 -1.68
H -2.775120 2.778995 0.599495 0.39 -2.05 0.28
H -0.073775 1.701621 -0.164453 -1.13 0.95 1.28
H -0.097888 1.992300 1.673352 -0.76 0.20 -1.45
H -0.456832 4.286700 1.632032 -0.33 -0.26 -1.95
H 0.553811 4.080153 0.093648 -1.68 0.08 0.46
H -1.353296 4.293148 -0.071470 1.46 -0.28 0.88
H -3.893492 -2.456188 2.534914 -0.52 1.60 -1.02
H -4.217634 -0.686842 2.880415 0.07 -0.92 -1.54
H -5.305798 -1.620568 1.721900 1.68 0.39 -0.09
H -1.745783 -2.626372 1.446993 -0.23 1.98 -0.35
H -1.021754 -1.137672 0.680920 -1.84 -0.16 0.44
H -1.564453 -1.851245 3.595821 0.09 1.51 -1.19
H -2.151526 -0.139407 3.289299 1.40 -0.86 -0.71
H 0.862804 -1.692081 1.424024 0.13 0.06 0.66
H 3.506861 -2.677947 2.897730 0.24 1.91 -0.37
H 6.021554 -1.855736 2.873882 -1.47 1.63 -0.44
H 6.604153 0.764791 2.318994 -1.91 -0.42 -0.16
H 4.559251 2.458948 1.706226 -0.75 -1.97 0.40
H 1.970556 1.562433 1.686406 1.39 -1.19 0.47
H -0.590414 -0.734734 -4.381418 -0.67 -0.76 1.00
H -2.487803 -1.346879 -5.240683 -0.16 -1.75 0.89
H -3.802624 -2.574693 -5.467740 1.71 0.32 1.24
H -1.493613 -4.400587 -5.202527 -0.39 1.48 -0.69
H -2.477142 -3.969749 -6.692197 0.74 0.83 1.73
H -0.602976 -1.661824 -6.370138 0.19 -1.60 -0.28
H -0.731125 -2.869140 -7.753707 0.05 0.09 1.96
H 1.231137 -3.089135 -5.235720 -0.81 -0.85 -1.48
H 0.654361 -4.633025 -6.175604 0.36 1.85 -0.06
H 1.642549 -3.278301 -7.021838 -1.51 -0.36 1.17
H -0.116539 -4.809025 -3.100588 -1.53 0.10 0.87
H -1.961546 -5.247759 -3.243547 1.46 0.71 1.24
H -0.955693 -5.902775 -1.847615 -0.28 1.94 -0.54
H -5.767156 0.603672 -1.787511 2.07 -0.85 -0.45
H -5.114584 2.048189 -3.616322 1.67 -0.98 1.00
H -4.712370 2.932069 -1.067995 1.23 -0.51 -1.11
H -2.864766 2.870092 -1.627079 -1.77 -0.10 -0.01
H -4.121564 3.833160 -2.554436 0.32 -1.64 1.00
C -5.210213 0.133747 -12.877617 -0.12 0.05 0.28
O -5.702495 -0.181507 -11.588348 0.35 -0.12 -0.09
C -5.773382 -1.587883 -11.364281 -0.23 0.49 0.36
C -5.618312 -1.901678 -9.879839 0.22 -0.25 -0.24
O -4.265422 -1.823023 -9.422328 -0.17 0.26 -0.05
C -3.718195 -0.507989 -9.296371 0.03 -0.15 0.36
C -4.292372 0.276551 -8.119168 -0.19 0.22 -0.63
O -5.584151 0.785243 -8.443390 -0.08 -0.28 0.18
C -6.388897 0.974532 -7.295242 0.03 0.03 -0.46
H -5.896101 -0.227426 -13.648187 0.07 -0.04 -0.16
H -5.126775 1.218872 -12.955072 -0.10 -0.08 0.07
H -4.213749 -0.297835 -13.027019 -0.04 -0.06 -0.10
H -4.995029 -2.109935 -11.929021 0.06 -0.02 0.02
H -6.754729 -1.927020 -11.712893 -0.01 -0.25 0.00
H -5.914155 -2.944280 -9.727292 0.13 0.03 -0.06
H -6.279025 -1.294112 -9.263705 -0.01 0.23 -0.14
H -3.798377 0.043884 -10.232417 -0.22 0.13 0.07
H -2.649843 -0.656586 -9.108392 -0.09 -0.09 0.07
H -3.646565 1.134823 -7.899581 0.19 -0.11 0.14
H -4.341588 -0.374567 -7.238964 0.02 -0.02 0.04
H -6.506162 0.031784 -6.750423 0.03 0.11 0.04
H -7.377419 1.303449 -7.621177 0.13 0.04 -0.07
H -5.953768 1.737463 -6.644030 -0.01 -0.05 0.23
C -3.864707 2.843383 4.597182 -0.09 0.20 0.17
O -4.137712 4.207210 4.858832 0.03 -0.09 -0.40
C -3.051500 5.055758 4.493478 -0.53 0.15 0.35
C -3.559695 6.444327 4.120753 0.29 -0.16 -0.26
O -4.140940 6.502904 2.814807 -0.20 -0.17 0.24
C -5.424720 5.891979 2.668344 0.00 0.38 -0.12
C -6.549711 6.677139 3.338927 0.16 -0.56 0.32
O -6.541275 6.451938 4.745840 0.14 0.32 -0.03
C -7.102352 7.532192 5.468167 0.14 -0.29 -0.04
H -3.031805 2.497648 5.214863 0.11 -0.15 -0.08
H -4.753962 2.260678 4.843374 0.03 0.13 0.05
H -3.638008 2.687661 3.535628 0.09 -0.04 0.00
H -2.496672 4.633697 3.649746 0.01 0.00 -0.07
H -2.384282 5.126314 5.359042 0.22 0.11 -0.07
H -2.696376 7.115820 4.082515 -0.03 -0.09 -0.12
H -4.237001 6.845795 4.872566 -0.11 -0.22 0.09
H -5.405114 4.851116 2.990902 -0.10 0.03 0.26
H -5.619794 5.884752 1.590997 0.06 0.13 0.05
H -7.517478 6.332062 2.956032 -0.02 0.10 -0.23
H -6.430986 7.743024 3.115925 0.03 0.00 -0.02
H -6.558360 8.459542 5.256760 -0.12 0.07 -0.04
H -7.004331 7.316698 6.533539 -0.03 -0.09 -0.12
H -8.161058 7.649400 5.222318 -0.07 0.16 0.02
C 3.912350 -0.117412 5.783297 -0.03 0.05 0.29
O 3.840687 -0.718718 7.064906 0.29 -0.22 -0.08
C 3.653684 -2.129023 6.989780 -0.02 0.50 0.51
C 4.251012 -2.813988 8.214524 0.07 -0.19 -0.38
O 5.676111 -2.926231 8.162038 -0.13 0.30 0.08
C 6.410904 -1.716898 8.364517 0.12 -0.26 0.25
C 6.379309 -1.223317 9.809207 -0.36 0.36 -0.43
O 5.137912 -0.581200 10.087071 -0.05 -0.31 0.19
C 4.795551 -0.640569 11.458832 -0.03 0.08 -0.34
H 2.965272 -0.234125 5.250951 0.03 0.02 -0.18
H 4.114358 0.946271 5.919912 -0.08 -0.08 0.08
H 4.729114 -0.550081 5.196477 -0.13 0.00 -0.02
H 4.117635 -2.533746 6.084908 0.06 -0.03 -0.03
H 2.574950 -2.315855 6.951259 -0.06 -0.25 -0.06
H 3.881126 -3.843943 8.233718 0.11 0.02 -0.08
H 3.926020 -2.346035 9.142218 -0.03 0.25 -0.08
H 6.099251 -0.944028 7.662455 -0.18 0.13 0.17
H 7.448727 -1.965197 8.120059 -0.08 -0.10 0.09
H 7.174030 -0.483650 9.962097 0.21 -0.13 0.01
H 6.537702 -2.070503 10.485454 0.00 -0.03 -0.02
H 4.736577 -1.681711 11.795456 0.09 0.01 0.11
H 3.810613 -0.187298 11.583740 0.12 0.04 -0.09
H 5.522833 -0.088497 12.060051 0.03 -0.05 0.17
C 8.217690 -3.424860 -1.479772 0.27 0.11 0.09
O 9.212287 -2.468364 -1.163466 -0.30 -0.01 0.21
C 8.727385 -1.130820 -1.259170 0.57 -0.21 0.09
C 9.491500 -0.215334 -0.308398 -0.41 0.07 -0.01
O 9.079997 -0.345040 1.055095 0.18 -0.23 -0.12
C 9.490471 -1.539630 1.724866 0.12 0.30 0.22
C 10.983657 -1.574045 2.042045 -0.18 -0.42 -0.47
O 11.731013 -1.905092 0.874760 0.05 0.35 0.01
C 13.049286 -1.391444 0.915040 -0.26 -0.16 -0.12
H 7.908170 -3.324561 -2.523248 -0.16 -0.05 -0.05
H 8.639938 -4.419358 -1.327344 0.07 0.12 -0.05
H 7.351475 -3.315330 -0.817052 -0.08 0.02 -0.10
H 7.659466 -1.088090 -1.024395 -0.04 0.02 0.06
H 8.878714 -0.799614 -2.292159 -0.11 0.22 -0.04
H 9.259146 0.818355 -0.582749 -0.10 -0.07 0.07
H 10.569290 -0.332003 -0.407955 0.02 -0.26 -0.06
H 9.168358 -2.427030 1.180784 0.24 -0.04 -0.13
H 8.947788 -1.538555 2.675795 0.07 0.13 -0.04
H 11.182229 -2.349489 2.791103 -0.09 0.10 0.21
H 11.292973 -0.600444 2.437559 -0.03 0.02 0.00
H 13.033740 -0.301421 1.025850 0.08 0.00 0.12
H 13.536337 -1.629260 -0.032241 -0.10 -0.08 0.09
H 13.613884 -1.847446 1.732514 0.13 0.10 0.07
```
Forces are in eV/Å.

***

3.
# CH5NOS

2 unconnected molecules or ions with the total composition CH5NOS in a non-equilibrium geometry (the ωB97M-V functional and the def2-TZVPD basis, OMol25).

```
9
Properties=species:S:1:pos:R:3:forces:R:3
S -0.084507 -3.043882 -0.476815 0.32 -0.21 -0.07
H 1.216604 -3.209742 -0.843334 -0.61 -0.12 0.18
H -0.342705 -4.359945 -0.287860 0.29 0.36 -0.10
C -0.079033 1.873071 -0.439427 1.05 -0.79 1.81
N -0.267089 1.594929 0.942993 0.62 -0.38 -0.79
O 0.775787 1.429584 -1.177847 -0.86 -0.05 0.93
H -0.833424 2.556800 -0.758265 -0.69 0.84 -0.50
H 0.261108 0.887357 1.449503 0.20 0.23 -0.76
H -0.646740 2.271828 1.591053 -0.32 0.12 -0.70
```
Forces are in eV/Å.

## Properties
Energy relative to the best compared isomer or geometry (same formula, charge and spin) ... 39.2 kJ/mol

***

4.
# C4H9NO

A molecular structure, C4H9NO in a non-equilibrium geometry (the ωB97M-V functional and the def2-TZVPD basis, OMol25).

```
15
Properties=species:S:1:pos:R:3:forces:R:3
O 2.052099 0.331689 0.543395 -3.45 -1.45 0.56
C 0.741695 0.302728 0.567133 6.07 5.73 4.09
C -0.455912 -0.661703 0.241450 -4.86 -0.02 -2.12
C 0.250569 0.093801 -0.853177 -4.08 0.58 -1.95
C -0.737790 1.241746 -1.437123 2.30 0.53 -0.18
N -1.827395 -0.443389 0.549108 3.54 1.15 -1.83
H 0.387367 1.130929 1.337343 -0.14 -1.59 -1.69
H -0.300508 -1.687020 0.239747 1.74 -2.11 1.04
H 1.821277 -2.090104 2.111593 0.42 -0.11 -1.96
H 1.131151 -0.320393 -1.350256 -0.74 -0.01 -0.18
H -0.960504 1.209205 -2.532361 1.09 -0.28 0.61
H -1.677024 0.898291 -1.054511 -0.66 0.87 0.82
H -0.367693 2.335521 -1.188607 -0.99 -2.31 -0.27
H 1.987696 -2.091751 1.319524 -0.36 -0.05 2.04
H -2.045030 -0.249557 1.506745 0.11 -0.94 1.04
```
Forces are in eV/Å.

## Properties
Energy relative to the best compared isomer or geometry (same formula, charge and spin) ... 863.5 kJ/mol

***

no.,orbital gap (eV),DFT total energy (hartree),HOMO (eV)
1,6.65,-1284.063943,-11.56
2,8.24,-5022.076053,-8.55
3,10.57,-569.273237,-9.69
4,6.07,-287.503548,-8.65